No. 1
Computed, not measured: a structure of composition C32H43BCrIN2P2Si2, with ωB97M-V with the def2-TZVPD basis set.

The geometry in XYZ format:
```
84
Properties=species:S:1:pos:R:3:forces:R:3
Cr 0.664989 1.402419 0.144747 0.2 0.0 -0.3
N -1.587143 -1.038867 0.671193 -0.2 0.1 -0.1
P -3.026173 -0.157011 1.121546 0.1 0.0 0.1
C -4.147418 -1.604700 1.211075 0.0 0.0 0.0
C -4.154894 -2.504348 2.276350 0.0 0.0 0.0
C -4.975075 -3.622150 2.241314 0.0 0.0 0.0
C -5.797868 -3.849025 1.145620 0.0 0.0 0.0
C -5.805884 -2.953249 0.086252 0.0 0.0 0.0
C -4.985511 -1.833745 0.121381 0.0 0.0 0.0
C -2.700859 0.170486 2.888861 0.0 0.0 0.0
C -1.600916 -0.330943 3.575481 0.0 0.0 0.0
C -1.392033 -0.001528 4.908243 0.0 0.0 0.0
C -2.289012 0.828569 5.563647 0.0 0.0 0.0
C -3.390246 1.335646 4.884310 0.0 0.0 0.0
C -3.588549 1.017083 3.550707 0.0 0.0 0.0
P -0.565714 -0.518155 -0.557855 0.1 0.1 0.0
C -1.530332 -0.360666 -2.080646 0.0 0.0 0.0
C -2.408107 -1.371540 -2.471326 0.0 0.0 0.0
C -3.152205 -1.229990 -3.628669 0.0 0.0 0.0
C -3.022554 -0.081234 -4.403309 0.0 0.0 0.0
C -2.153060 0.927039 -4.019005 0.0 0.0 0.0
C -1.410616 0.788048 -2.853479 0.0 0.0 0.0
C 0.435581 -2.008568 -0.818468 0.0 0.1 0.0
C 0.963646 -2.683473 0.282073 0.0 0.0 0.0
C 1.754325 -3.805976 0.093364 0.0 0.0 0.0
C 2.030522 -4.254722 -1.190358 0.0 0.0 0.0
C 1.518906 -3.577377 -2.288871 0.0 0.0 0.0
C 0.725853 -2.455094 -2.105751 0.0 0.0 0.0
H -1.635497 -2.042396 0.787638 0.1 -0.1 0.1
H -3.526378 -2.322112 3.140520 0.0 0.0 0.0
H -4.976705 -4.315436 3.072854 0.0 0.0 0.0
H -6.440468 -4.720104 1.123793 0.0 0.0 0.0
H -6.456787 -3.120663 -0.762694 0.0 0.0 0.0
H -4.993123 -1.126447 -0.701014 0.0 0.0 0.0
H -0.889322 -0.971350 3.070140 0.0 0.0 0.0
H -0.520134 -0.390022 5.419454 0.0 0.0 0.0
H -2.126090 1.092297 6.600966 0.0 0.0 0.0
H -4.085002 1.992493 5.392153 0.0 0.0 0.0
H -4.434528 1.435938 3.015246 0.0 0.0 0.0
H -2.512610 -2.264922 -1.865275 0.0 0.0 0.0
H -3.835715 -2.013682 -3.929789 0.0 0.0 0.0
H -3.607714 0.026658 -5.307713 0.0 0.0 0.0
H -2.058995 1.824821 -4.615880 0.0 0.0 0.0
H -0.747250 1.582840 -2.533384 0.0 0.0 0.0
H 0.784918 -2.322401 1.288602 0.0 0.0 0.0
H 2.166993 -4.316997 0.953275 0.0 0.0 0.0
H 2.651843 -5.128920 -1.335812 0.0 0.0 0.0
H 1.737453 -3.922327 -3.291287 0.0 0.0 0.0
H 0.323402 -1.933473 -2.965738 0.0 0.0 0.0
C 4.683312 0.923581 -2.531286 0.0 0.0 0.0
Si 3.720375 0.949654 -0.919754 0.0 0.0 0.0
C 3.651171 -0.838340 -0.386503 0.0 0.0 0.0
C 4.631349 1.908594 0.407486 0.0 0.0 0.0
C 2.029289 1.754812 -1.243991 -0.3 -0.1 0.3
Si 2.141372 3.630364 -1.506926 0.0 0.1 0.1
C 0.666763 4.242374 -2.503401 -0.1 0.0 0.0
C 3.634799 4.145411 -2.520947 0.0 0.1 0.0
C 2.294229 4.506150 0.154177 0.0 0.0 0.0
H 5.573234 0.300603 -2.404069 0.0 0.0 0.0
H 5.006474 1.905827 -2.871216 0.0 0.0 0.0
H 4.079908 0.471455 -3.323178 0.0 0.0 0.0
H 4.686315 -1.186662 -0.310553 0.0 0.0 0.0
H 3.148417 -1.468368 -1.122168 0.0 0.0 0.0
H 3.186123 -0.992872 0.585819 0.0 0.0 0.0
H 5.464792 1.312278 0.786461 0.0 0.0 0.0
H 3.981082 2.127792 1.257526 0.0 0.0 0.0
H 5.037510 2.852627 0.041334 0.0 0.0 0.0
H 1.612214 1.302790 -2.160586 0.1 0.0 0.0
H 0.923396 4.272769 -3.565266 0.0 0.0 0.0
H 0.392214 5.255390 -2.199605 0.0 0.0 0.0
H -0.223927 3.624945 -2.383144 0.0 0.1 0.0
H 3.648344 3.679119 -3.507534 0.0 0.0 0.0
H 4.584957 3.943894 -2.026094 0.0 0.0 0.0
H 3.563072 5.227956 -2.669068 0.0 0.0 0.0
H 2.007810 3.892339 1.011012 0.0 0.0 0.0
H 1.652398 5.389665 0.175395 0.0 0.0 0.0
H 3.324723 4.830721 0.312979 0.0 0.0 0.0
B 2.335864 -1.029936 3.726449 -0.1 -0.1 0.1
C 1.751013 -0.100521 2.619316 0.1 0.0 0.0
N 1.323641 0.515131 1.736021 0.0 0.2 -0.1
H 2.689375 -0.352357 4.660713 0.0 0.0 0.0
H 1.439233 -1.798332 4.020298 0.0 0.0 0.0
H 3.260640 -1.611337 3.196273 0.0 0.0 0.0
I -1.129429 3.141761 0.559549 0.0 -0.2 0.0
```
Forces are in eV/Å.

Values from the calculation:
Total charge: 0
2S+1: 2
HOMO (spin up / spin down), eV: -8.50 / -8.43
LUMO level (spin up / spin down), eV: -1.084 / -0.530
Energy, eV: -108396.00152
Orbital gap (spin up / spin down), eV: 7.41 / 7.90


No. 2
Computed, not measured: a structure of composition C24H67Be2N5O11, with ωB97M-V with the def2-TZVPD basis set.

The geometry in XYZ format:
```
109
Properties=species:S:1:pos:R:3:forces:R:3
Be -3.283287 1.901709 -2.065323 -0.7 -0.2 0.3
Be 3.203553 1.009949 -4.461643 0.0 -0.5 0.2
C 0.802693 1.359089 -1.002533 2.4 1.0 1.6
O -0.065797 1.698049 -0.177683 0.3 0.1 0.3
O 2.064363 1.483689 -0.903403 -2.1 -0.2 0.0
O 0.329183 0.869269 -2.026203 -0.6 -0.9 -2.1
C -4.735517 -3.707591 -1.734323 -1.0 -0.8 -0.3
C -4.625177 -2.261771 -2.085223 0.5 1.0 -1.5
C -5.794337 -1.847101 -3.031483 1.1 -0.7 0.7
O -5.691597 -0.513301 -3.387183 -0.5 2.5 -0.9
C -6.428287 -0.217831 -4.639193 0.9 -2.5 0.0
N -4.575247 -1.393991 -0.953983 -0.3 -0.1 0.8
H -4.032707 -4.103121 -1.001033 0.4 0.2 -0.3
H -4.695057 -4.212251 -2.699623 0.3 -0.6 0.3
H -5.717237 -3.926081 -1.314133 -0.2 0.0 0.0
H -3.643617 -2.112441 -2.535053 -0.1 0.0 -0.9
H -6.731977 -2.000971 -2.497383 -0.3 -0.3 0.0
H -5.715507 -2.527451 -3.879433 -0.3 0.0 -0.3
H -5.851037 -0.855111 -5.309083 -0.3 0.1 -0.8
H -6.477627 0.765269 -5.107363 0.5 0.4 1.2
H -7.425507 -0.656771 -4.608053 -0.1 0.2 0.3
H -3.871727 -1.834611 -0.378633 0.4 0.5 0.7
H -5.446957 -1.632281 -0.502943 -0.4 0.8 0.9
C 1.178423 -3.399001 2.134547 -0.9 -0.4 -0.6
C -0.055767 -4.363721 1.915077 -0.7 -0.4 0.5
C 0.066753 -5.666991 2.736707 -0.8 1.5 1.1
O 1.032873 -6.468541 2.212517 1.1 -0.5 -0.5
C 0.714593 -7.167571 1.021607 0.2 -0.3 0.2
N -1.371107 -3.731781 2.140317 0.5 1.1 0.9
H 1.133423 -2.719351 2.985517 -0.7 -0.1 0.1
H 1.280573 -2.781751 1.241987 0.1 0.1 0.0
H 2.120193 -3.921901 2.301127 -0.2 -0.5 -0.3
H -0.139027 -4.759641 0.902947 0.6 0.5 -0.3
H -0.902217 -6.127671 2.928987 -0.4 -0.5 -0.9
H 0.284103 -5.381991 3.766097 0.9 0.0 0.1
H 1.639933 -7.642771 0.695967 -0.2 -0.5 0.4
H 0.449713 -6.605831 0.125847 -0.3 0.8 0.2
H -0.114507 -7.839171 1.244397 0.2 -0.4 -0.2
H -1.375617 -3.315261 3.060417 0.4 0.8 0.2
H -2.174887 -4.324801 2.289867 0.2 -1.0 -0.9
C 8.829043 -0.896551 2.214867 -0.1 -0.3 0.2
C 7.427493 -0.272041 2.506787 1.6 1.0 -0.1
C 7.287713 0.430809 3.916537 0.3 -3.1 -1.8
O 7.400323 -0.683221 4.864617 -0.6 2.6 -1.6
C 7.371663 -0.136921 6.141857 0.5 -1.2 1.9
N 7.186513 0.771189 1.498437 -1.0 -0.2 -0.3
H 9.328753 -1.134131 3.153987 0.2 0.2 -0.1
H 9.447633 -0.336001 1.513987 0.0 0.9 0.7
H 8.843113 -1.815131 1.628257 -0.9 -0.5 0.3
H 6.677123 -1.058291 2.424007 -0.2 0.2 0.1
H 6.306823 0.895929 3.818477 -0.4 -0.2 0.9
H 8.004543 1.244179 4.029137 0.5 -0.3 0.4
H 8.377463 0.051069 6.517547 0.2 0.7 -0.3
H 7.077393 -0.946701 6.809517 -0.5 0.0 0.1
H 6.713243 0.720219 6.282867 0.0 0.0 -0.2
H 7.510923 1.678329 1.801667 0.6 0.1 0.1
H 6.191243 0.923709 1.419187 -0.3 -0.1 -0.2
C -7.744907 5.973629 -2.150883 0.7 0.0 0.7
C -6.287867 5.380349 -2.185203 -0.9 2.0 -0.8
C -5.169197 6.411649 -1.749883 -1.5 -2.4 -0.6
O -3.967187 5.650779 -1.787863 -0.1 1.8 -0.6
C -2.957667 6.507199 -1.274803 1.3 -1.9 1.5
N -6.255827 4.220229 -1.339853 0.6 0.1 0.2
H -8.068127 6.191779 -1.133023 0.5 0.6 0.2
H -8.519817 5.247979 -2.397933 0.3 -0.1 -0.9
H -7.761527 6.867019 -2.775133 -0.4 -0.1 0.0
H -6.133447 5.195009 -3.248173 0.4 -0.6 0.0
H -5.325557 6.737639 -0.721593 -0.2 0.3 0.2
H -5.168677 7.261339 -2.432623 0.1 0.1 0.0
H -2.088037 5.853039 -1.212273 0.4 0.3 -0.4
H -3.172067 6.640899 -0.214483 -0.2 0.7 0.1
H -2.674207 7.449309 -1.744033 -0.6 -0.1 -0.5
H -7.162997 3.776249 -1.334033 0.0 -0.4 -0.1
H -6.150777 4.672489 -0.442903 0.3 -0.8 0.9
C 4.369563 -4.455101 -2.021393 0.5 -0.3 -0.9
C 4.121393 -3.490351 -3.228103 -0.9 -0.7 0.5
C 2.631923 -3.578071 -3.639513 -0.3 -0.4 -1.2
O 2.406563 -2.846291 -4.841293 0.1 0.7 -0.6
C 1.062723 -2.926281 -5.335463 0.1 -1.0 0.7
N 4.426833 -2.180511 -2.812753 0.1 2.4 0.4
H 4.804413 -5.367301 -2.429903 -1.0 -0.6 0.1
H 3.441383 -4.511131 -1.452653 0.1 -0.6 0.0
H 5.184053 -4.222041 -1.335533 -0.1 1.0 -0.1
H 4.677593 -3.746351 -4.129883 0.2 -0.1 0.2
H 1.864173 -3.283451 -2.924073 0.4 0.4 0.8
H 2.403013 -4.627461 -3.825173 0.2 -0.4 -0.1
H 0.869133 -3.885861 -5.814883 0.1 -0.4 0.3
H 0.758963 -2.237181 -6.123473 0.8 0.7 0.3
H 0.413503 -2.825481 -4.465733 -0.5 0.1 -0.1
H 5.393283 -1.957161 -2.622553 0.3 -0.3 -0.4
H 3.929493 -1.943701 -1.966183 -0.3 0.1 0.1
C 0.175423 4.255079 4.199097 -1.8 1.7 -0.4
O -0.124977 2.878049 4.038267 0.7 -0.1 0.4
H 0.703103 4.805729 3.420347 0.9 -0.8 -0.2
H -0.765587 4.801099 4.132387 -0.6 0.0 0.1
H 0.506493 4.608769 5.175517 0.6 -1.1 0.1
H -0.016767 2.596769 3.126797 0.2 0.3 0.0
C -5.274717 1.829229 3.842987 0.5 0.7 -0.7
O -4.568387 2.412049 2.715787 -0.1 0.4 0.5
H -5.317877 0.784419 3.535417 -0.8 -0.1 1.1
H -4.810137 2.040499 4.806127 0.8 -0.5 -0.1
H -6.198787 2.384359 4.004337 -0.4 -0.6 -0.8
H -3.682307 2.044779 2.755547 0.1 0.1 0.0
C 4.455043 5.934609 0.759507 2.5 -0.3 1.0
O 3.609543 5.547229 -0.240503 -1.6 -0.1 -1.5
H 4.776803 6.975979 0.748267 -1.2 0.3 0.1
H 4.114173 5.543969 1.718317 0.1 0.6 0.4
H 5.431953 5.499669 0.548377 0.4 -0.5 0.4
H 3.496823 4.601769 -0.118053 -0.2 0.0 -0.3
```
Forces are in eV/Å.

Values from the calculation:
Total charge: +2
HOMO, eV: -12.46
LUMO level, eV: -10.969
Energy, eV: -56713.41481
Orbital gap, eV: 1.49


No. 3
Computed, not measured: the ion C11H15N3O7 with charge -2, with ωB97M-V with the def2-TZVPD basis set.

The geometry in XYZ format:
```
36
Properties=species:S:1:pos:R:3:forces:R:3
C -3.916626 -1.801193 0.693920 -1.4 -0.7 0.5
N -3.152361 -1.452095 1.889328 -0.5 -1.0 -1.2
C -2.095047 -0.659361 1.864565 1.7 1.2 2.8
O -1.348617 -0.546920 2.900869 -1.8 -0.2 -3.0
C -1.869408 0.170719 0.587513 2.2 1.3 0.0
C -2.397785 1.619247 0.681573 -0.5 1.7 1.3
C -3.817180 1.756673 1.420868 1.9 -0.9 0.1
O -4.817163 1.276005 0.890680 -1.3 -0.8 -1.6
O -3.742232 2.242491 2.537266 0.1 1.3 1.9
N -0.374022 0.127871 0.482848 -0.5 -1.9 3.0
C 0.420420 0.448166 -0.513174 0.3 1.1 -1.2
O -0.025513 0.873624 -1.562869 -0.3 0.3 -1.2
C 1.932676 0.517394 -0.256780 0.6 -1.2 -1.4
C 2.411853 -0.582715 0.651016 0.8 -0.1 0.4
C 2.397623 -2.033288 0.108951 0.0 -1.1 -1.1
O 2.164922 -2.285677 -1.089911 -0.5 1.6 -1.5
O 2.628070 -2.962599 0.881814 0.6 -0.2 2.5
N 2.651499 0.537209 -1.558191 -1.8 -0.5 0.4
C 3.827113 1.069863 -1.853867 -2.8 -2.5 -3.0
C 4.346798 0.859617 -3.256523 -2.7 -2.1 -0.8
O 4.463319 1.652366 -1.082528 4.2 3.7 4.6
H -4.494861 -2.761183 0.732489 0.7 0.5 0.9
H -4.683705 -1.027482 0.604019 0.3 0.2 -0.9
H -3.260712 -1.993182 -0.147574 0.0 0.6 -0.2
H -3.400935 -1.819621 2.774914 -0.1 -0.4 0.6
H -2.291341 -0.226333 -0.303865 -0.3 -0.7 -0.5
H -1.703881 2.351354 1.181544 -0.4 -1.4 0.2
H -2.546429 2.176081 -0.233334 0.1 -0.9 -1.1
H 0.005712 -0.427324 1.284996 -0.3 1.2 -1.0
H 2.103292 1.462004 0.195546 0.2 1.0 0.6
H 1.745467 -0.562719 1.501816 0.3 -0.1 0.6
H 3.431715 -0.329258 1.023624 -0.6 -0.3 -0.2
H 2.145195 0.081177 -2.275676 -0.4 -0.6 -0.5
H 3.460642 0.611515 -3.943712 1.3 0.7 0.6
H 4.890781 1.711186 -3.549897 0.7 0.8 -0.5
H 4.910710 -0.073606 -3.262260 0.4 0.2 0.0
```
Forces are in eV/Å.

Values from the calculation:
SMILES: CNC(=O)[C@@H](CC(=O)[O-])NC(=O)[C@@H](CC(=O)[O-])NC(C)=O
Total charge: -2
HOMO, eV: -1.99
LUMO level, eV: 5.187
Energy, eV: -30455.15600
Orbital gap, eV: 7.18


No. 4
Computed, not measured: a cluster of 2 separate species, C4H5FS in total, with ωB97M-V with the def2-TZVPD basis set.

The geometry in XYZ format:
```
11
Properties=species:S:1:pos:R:3:forces:R:3
C -0.109145 1.583737 -0.036749 -2.5 -0.2 -1.8
C -0.869615 0.256063 -0.124102 3.5 -1.7 -0.1
C -0.356303 -1.002251 -0.315996 1.2 0.6 2.6
C 0.987259 -1.398260 0.125377 3.2 -0.8 1.1
H -1.156750 2.210748 0.480162 4.0 -0.7 -2.0
H 0.875577 1.630846 0.563451 -1.7 -0.2 -1.0
H 0.140980 1.646135 -1.337270 -0.7 1.0 4.1
H -1.878802 0.332915 0.069477 -2.2 -0.1 -0.1
H 1.017688 -2.582785 0.988535 -0.3 3.8 -2.9
F -1.088861 -2.120441 -0.210151 -1.6 -0.1 -0.6
S 2.437977 -0.556707 -0.202737 -2.8 -1.7 0.7
```
Forces are in eV/Å.

Values from the calculation:
Total charge: 0
HOMO, eV: -8.85
LUMO level, eV: -0.886
Energy, eV: -17776.61677
Orbital gap, eV: 7.96


No. 5
Computed, not measured: a cluster of 2 separate species, C2H9OS in total, with ωB97M-V with the def2-TZVPD basis set.

The geometry in XYZ format:
```
13
Properties=species:S:1:pos:R:3:forces:R:3
O -0.901784 2.457088 0.016836 0.4 0.5 -0.4
H -1.822466 2.553863 0.245336 -0.6 -0.1 0.2
H -0.697589 3.334746 -0.349439 0.2 -0.4 0.1
H 0.381558 0.825341 -0.690344 -0.2 0.1 0.5
C -0.619881 -0.641222 1.065066 0.2 0.5 0.0
S 0.890541 0.006753 0.261048 0.0 -0.7 -0.7
C 1.282704 -1.341934 -0.912448 0.6 -0.6 0.6
H -0.798783 -1.654129 0.728966 -0.1 0.0 -0.3
H -0.445774 -0.655930 2.136872 0.1 0.2 0.0
H -1.416367 0.055583 0.823362 -0.1 -0.2 0.0
H 0.980101 -2.288945 -0.471064 -0.3 0.1 0.1
H 2.364442 -1.439154 -0.980647 0.0 0.4 -0.3
H 0.803299 -1.212059 -1.873544 0.0 0.2 0.0
```
Forces are in eV/Å.

Values from the calculation:
Total charge: +1
HOMO, eV: -16.07
LUMO level, eV: -3.611
Energy, eV: -15095.27278
Orbital gap, eV: 12.45


No. 6
Computed, not measured: a cluster of 2 separate species, C2H5O2P in total, with ωB97M-V with the def2-TZVPD basis set.

The geometry in XYZ format:
```
10
Properties=species:S:1:pos:R:3:forces:R:3
C -0.044823 -0.332590 0.353752 1.8 0.7 -1.2
C 1.424654 0.188988 0.398362 0.7 -2.1 -1.5
O -0.187271 -1.518130 0.219174 -1.2 -0.6 0.3
O -2.667051 -0.008800 -0.247324 -0.4 -2.1 -0.1
P -1.469669 0.913680 0.233594 2.1 0.1 -1.7
H 2.125772 -0.564446 -0.176737 -1.8 1.1 1.0
H 1.765599 0.100694 1.405678 0.3 0.5 0.9
H 1.648998 1.117300 -0.100791 -0.4 0.6 0.4
H -2.526147 -1.008118 -0.352580 0.2 1.8 0.2
H -0.070063 1.111425 -1.733124 -1.4 -0.1 1.7
```
Forces are in eV/Å.

Values from the calculation:
Total charge: 0
HOMO (spin up / spin down), eV: -8.76 / -9.46
LUMO level (spin up / spin down), eV: -0.928 / -1.117
Energy, eV: -15535.53279
Orbital gap (spin up / spin down), eV: 7.84 / 8.34


No. 7
Computed, not measured: the ion C5H11N2OS with charge -1, with ωB97M-V with the def2-TZVPD basis set.

The geometry in XYZ format:
```
20
Properties=species:S:1:pos:R:3:forces:R:3
C 0.491847 -1.448818 -1.920389 0.6 0.3 -3.8
C 0.952080 -0.119852 -1.336521 -2.9 1.8 0.9
N 0.828933 -0.335425 0.109539 2.5 -0.1 2.4
C 2.361923 -0.144912 0.885947 -2.4 -0.2 -0.4
O 3.261798 0.164286 0.161101 0.5 0.2 -0.9
S 2.405184 -0.476858 2.550193 -0.2 0.0 0.0
N -0.261767 0.277262 0.760731 0.7 2.4 -0.6
C -0.761613 -0.266712 2.003334 -1.4 -0.8 -0.1
C -0.043316 1.758558 0.856799 -0.5 -0.6 1.2
H 0.870214 -2.069470 -1.135502 -0.5 -1.3 -0.1
H -0.580069 -1.513867 -2.245509 0.7 0.0 1.3
H 0.986825 -1.721900 -2.959086 -0.4 0.5 1.9
H 1.983523 0.105599 -1.468907 0.8 0.0 -0.6
H 0.314438 0.842434 -1.654026 1.2 -2.0 0.4
H -0.339369 0.062716 2.953009 0.7 0.1 -0.2
H -1.858020 -0.047435 2.142199 0.6 0.1 -0.6
H -0.701779 -1.352418 1.928933 0.2 0.0 0.2
H -0.961292 2.247993 0.626711 -1.3 0.4 0.2
H 0.247176 2.082507 1.911371 0.2 -0.3 -1.4
H 0.562333 2.152147 0.044185 0.8 -0.4 0.4
```
Forces are in eV/Å.

Values from the calculation:
SMILES: CCN(C([O-])=S)N(C)C
Total charge: -1
HOMO, eV: -3.41
LUMO level, eV: 3.775
Energy, eV: -21225.20948
Orbital gap, eV: 7.19


Relative energy (zero: lowest compared OMol25 entry of this formula, charge and spin) for the records above, in order: 0.000, 19.287, 1.779, 4.417, 0.244, 3.122, 1.293 eV